No. 1
# C4H8OS

C4H8OS in the gas phase at a distorted geometry (ωB97M-V/def2-TZVPD, the OMol25 dataset).

The geometry in XYZ format:
```
14
Properties=species:S:1:pos:R:3:forces:R:3
C 1.47818 0.76627 -1.33026 -1.00 -0.23 0.58
C 0.80496 0.63040 0.05940 -0.89 0.17 -1.33
C -0.53329 -0.13634 -0.11484 1.33 -0.08 -2.94
O -1.14451 -0.17135 1.10090 -0.34 2.47 1.47
C -1.84366 -1.13243 1.57716 0.28 -2.71 0.02
S -2.28705 -1.23842 3.12595 -0.46 0.07 -0.11
H 0.89211 1.39105 -2.00837 -0.39 -0.32 0.02
H 1.59709 -0.23370 -1.73988 0.22 0.07 -0.35
H 2.40345 1.28917 -1.30331 1.06 0.07 0.34
H 0.60732 1.65525 0.45228 0.16 -0.98 0.18
H 1.36440 -0.01958 0.71764 0.58 0.44 0.41
H -0.33528 -1.18644 -0.49010 -0.13 0.95 0.32
H -1.13084 0.38656 -0.91386 0.11 -0.46 0.91
H -1.87289 -2.00044 0.86729 -0.52 0.52 0.48
```
Forces are in eV/Å.

The value obtained for the HOMO energy is -8.76 eV. The net charge is 0. For the gap between HOMO and LUMO, the calculation gives 9.2895 eV. Its SMILES is CCCOC=S. The value obtained for the LUMO energy is 0.01946 hartree.

---

No. 2
# C4H8OS

C4H8OS in the gas phase at a distorted geometry (ωB97M-V/def2-TZVPD, the OMol25 dataset).

The geometry in XYZ format:
```
14
Properties=species:S:1:pos:R:3:forces:R:3
C 0.41111 0.94440 -0.92870 0.55 0.13 -0.34
C 0.04304 -0.26934 -0.06721 0.27 0.66 0.03
C -0.12696 0.21997 1.35328 -0.74 -1.19 0.11
S 1.20715 -1.63561 -0.16123 1.09 -0.33 0.21
C -1.20281 -0.87338 -0.64156 -0.38 0.38 -0.55
O -2.07055 -1.41824 -0.03286 -0.37 -0.29 0.51
H 1.29250 1.48659 -0.53852 -0.33 -0.44 -0.14
H 0.59407 0.69483 -1.98032 0.09 -0.14 0.25
H -0.41264 1.65186 -0.92463 -0.24 0.17 0.09
H -0.90009 0.96246 1.29481 -0.16 0.82 0.36
H 0.83746 0.60996 1.64331 0.00 0.28 0.57
H -0.51996 -0.55861 2.03840 0.59 0.33 -0.40
H 2.13813 -1.09592 0.67467 -0.35 -0.18 -0.39
H -1.29047 -0.71900 -1.72943 -0.03 -0.19 -0.31
```
Forces are in eV/Å.

The value obtained for the HOMO energy is -9.40 eV. The net charge is 0. For the gap between HOMO and LUMO, the calculation gives 10.0467 eV. Its SMILES is CC(C)(S)C=O. The value obtained for the LUMO energy is 0.02389 hartree.

---

No. 3
# C4H8OS

C4H8OS in the gas phase at a distorted geometry (ωB97M-V/def2-TZVPD, the OMol25 dataset).

The geometry in XYZ format:
```
14
Properties=species:S:1:pos:R:3:forces:R:3
C 1.13686 -1.02770 -0.36055 -0.99 -1.10 1.00
C 0.51199 0.12103 0.37818 2.47 0.83 -0.20
C -1.85237 0.09304 -0.00145 -1.66 -1.65 -2.55
C -0.63028 0.97835 -0.08150 -1.05 0.75 2.35
O 3.46589 0.01079 0.51185 1.53 -0.24 1.46
S 2.42429 0.30199 -0.44136 -3.43 -0.29 -0.79
H 1.39102 -1.88246 0.35980 0.08 1.29 -1.29
H 0.65295 -1.42677 -1.28894 0.59 0.67 0.72
H 0.71049 0.18857 1.44947 0.01 -0.44 -0.24
H -1.56821 -0.84556 -0.63827 -0.96 1.37 1.12
H -2.86671 0.51047 -0.46197 2.26 -0.63 1.06
H -2.02336 -0.25553 1.01777 -0.13 0.09 -0.07
H -0.87291 1.87600 0.59910 1.07 -1.19 -0.86
H -0.47966 1.35778 -1.04214 0.20 0.54 -1.70
```
Forces are in eV/Å.

The value obtained for the HOMO energy is -8.57 eV. The net charge is 0. For the gap between HOMO and LUMO, the calculation gives 9.4215 eV. The value obtained for the LUMO energy is 0.03141 hartree.

---

No. 4
# C4H8OS

C4H8OS in the gas phase at a distorted geometry (ωB97M-V/def2-TZVPD, the OMol25 dataset).

The geometry in XYZ format:
```
14
Properties=species:S:1:pos:R:3:forces:R:3
C -1.80352 0.59426 -0.51458 -0.40 -0.16 0.13
C -0.74933 0.94887 0.47962 0.15 0.99 0.29
C 0.67250 1.14292 0.04339 0.96 0.61 -0.47
O 1.07979 0.86688 -1.27531 -0.58 0.36 0.12
C 0.31380 0.00725 0.94975 0.29 -0.91 -0.10
S 0.33999 -1.66878 0.29442 0.71 -0.02 0.34
H -2.18601 1.48831 -1.01489 -0.13 -0.04 0.32
H -2.60463 0.05578 0.01110 -0.06 0.17 -0.42
H -1.41211 -0.01564 -1.31890 0.09 -0.19 -0.09
H -1.05734 1.64302 1.27042 -0.01 -0.15 -0.41
H 1.20695 2.02977 0.41724 -0.23 -0.62 0.18
H 1.54472 0.02457 -1.31456 -0.09 -0.18 0.21
H 0.67548 -0.00557 1.96597 -0.23 0.29 0.16
H -0.84595 -1.61466 -0.27365 -0.48 -0.16 -0.27
```
Forces are in eV/Å.

The value obtained for the HOMO energy is -9.10 eV. The net charge is 0. For the gap between HOMO and LUMO, the calculation gives 9.8677 eV. Its SMILES is C[C@@H]1[C@H](O)[C@@H]1S. The value obtained for the LUMO energy is 0.02832 hartree.

---

No. 5
# C4H8OS

2 unconnected molecules or ions with the total composition C4H8OS at a distorted geometry (ωB97M-V/def2-TZVPD, the OMol25 dataset).

The geometry in XYZ format:
```
14
Properties=species:S:1:pos:R:3:forces:R:3
C 1.49435 0.89308 0.14440 0.48 0.00 1.83
C 0.28281 0.04526 0.27362 -2.31 0.75 -2.20
C -0.29485 -0.51415 1.57100 3.09 4.06 1.47
C -1.09511 0.34553 -1.30600 1.06 -1.36 4.00
O -1.39978 -0.93702 -1.68290 1.99 -1.26 -1.11
S 1.60944 -0.76667 -0.64559 0.16 0.10 0.49
H 1.40691 1.72833 -0.57159 0.43 -0.38 0.59
H 2.18391 1.03000 1.12760 -1.67 -0.16 -2.56
H 0.65930 -0.72521 2.24077 -2.07 0.70 -0.75
H -0.71302 -1.40762 1.44536 -1.84 -3.70 -0.82
H -1.09617 0.17243 2.05008 1.70 -0.87 -0.65
H -0.41199 0.95822 -1.92151 -0.84 -0.19 0.08
H -2.06717 0.66377 -0.81550 1.57 0.65 -0.88
H -0.55864 -1.48594 -1.90974 -1.75 1.67 0.50
```
Forces are in eV/Å.

The value obtained for the HOMO energy is -8.20 eV. The net charge is 0. For the gap between HOMO and LUMO, the calculation gives 8.9807 eV. The value obtained for the LUMO energy is 0.02883 hartree.

---

No. 6
# C4H8OS

C4H8OS in the gas phase at a distorted geometry (ωB97M-V/def2-TZVPD, the OMol25 dataset).

The geometry in XYZ format:
```
14
Properties=species:S:1:pos:R:3:forces:R:3
O 0.10583 0.66767 -2.72989 -5.07 -1.86 0.72
C -1.09386 0.45824 -2.30023 4.01 5.41 -1.89
C -1.30830 0.48547 -0.85706 -0.54 1.56 2.48
C -0.04992 0.43477 0.04121 -2.59 -3.24 -0.18
C -0.32930 -0.59441 1.18850 1.50 -0.14 -1.12
S 1.27323 -0.64149 2.09908 -0.18 -0.34 0.96
H -2.02464 0.91944 -2.84742 1.42 -1.82 -0.14
H -1.92989 1.40943 -0.48532 0.90 -1.32 -1.45
H -1.99399 -0.30251 -0.63034 -0.49 -0.89 0.48
H 0.30361 1.29457 0.49274 0.10 2.19 0.59
H 0.75259 0.08355 -0.55579 0.81 -0.55 -0.46
H -1.19600 -0.40588 1.82575 0.53 0.72 0.37
H -0.57511 -1.59692 0.82469 0.37 0.10 -0.35
H 2.13331 -1.18360 1.19500 -0.79 0.17 -0.03
```
Forces are in eV/Å.

The value obtained for the HOMO energy is -9.02 eV. The net charge is 0. For the gap between HOMO and LUMO, the calculation gives 9.1719 eV. Its SMILES is O=CCCCS. The value obtained for the LUMO energy is 0.00545 hartree.